Entry 1:
C7H11N3O3 in the gas phase, computed with ωB97M-V/def2-TZVPD.

The value obtained for the molar mass is 185.18 g mol⁻¹. Its LUMO energy is -0.0426 eV. The calculation puts the total energy at -663.201052 Ha. The calculation puts the HOMO energy at -9.824 eV. Its SMILES is CC1=NNC(=O)[C@]1(C(C)C)[N+](=O)[O-]. Its frontier orbital gap is 9.78 eV.

Geometry (Å):
C (-1.8727, 1.5136, 1.1843)
C (-0.4444, 1.2352, 1.0951)
N (0.5212, 1.5124, 1.8394)
N (1.7110, 1.0955, 1.3518)
C (1.7089, 0.4733, 0.1273)
O (2.6906, 0.0443, -0.4157)
C (0.2626, 0.3936, -0.3504)
C (-0.3091, -1.0014, -0.5512)
C (0.3909, -1.6836, -1.7276)
C (-0.1475, -1.8315, 0.7200)
N (-0.0272, 1.3362, -1.4114)
O (0.6477, 2.3444, -1.4513)
O (-0.9620, 1.0965, -2.1431)
H (-2.0888, 2.0107, 2.1271)
H (-2.4489, 0.5922, 1.1123)
H (-2.1747, 2.1583, 0.3587)
H (2.5480, 1.3035, 1.8758)
H (-1.3737, -0.8912, -0.7911)
H (1.4581, -1.7660, -1.5364)
H (0.2412, -1.1190, -2.6444)
H (-0.0187, -2.6799, -1.8699)
H (0.9078, -1.9719, 0.9463)
H (-0.5966, -2.8104, 0.5797)
H (-0.6237, -1.3548, 1.5748)

Forces on the atoms, in the same order (eV/Å):
-0.296 0.173 0.171
1.803 -1.872 -3.243
-0.557 0.588 1.048
0.410 -0.280 -0.293
0.020 0.290 0.108
0.222 -0.168 -0.251
-1.539 0.768 3.481
0.131 -0.055 -0.207
-0.106 0.066 0.020
-0.030 0.230 -0.084
0.074 0.416 -0.508
0.186 0.196 -0.051
-0.278 -0.006 -0.217
-0.073 0.028 0.040
-0.046 -0.052 0.024
-0.059 0.041 -0.029
-0.130 -0.065 -0.131
0.177 0.056 0.099
0.065 -0.039 -0.022
0.022 -0.016 -0.103
-0.045 -0.121 -0.036
0.107 -0.071 0.075
-0.025 -0.100 -0.012
-0.034 -0.004 0.119

Entry 2:
C17H27ClN2O3S2 in the gas phase, computed with ωB97M-V/def2-TZVPD.

The value obtained for the molar mass is 407.00 g mol⁻¹. Its LUMO energy is 0.4530 eV. The calculation puts the total energy at -2255.788422 Ha. The calculation puts the HOMO energy at -8.916 eV. Its SMILES is CCS[C@H](C)C(=O)N(C)CCOCCN(C)C(=O)c1c(C)csc1Cl. Its frontier orbital gap is 9.37 eV.

Geometry (Å):
C (1.2728, -2.5637, -3.9291)
C (0.0176, -2.0583, -3.2334)
S (0.4096, -0.5396, -2.3254)
C (-1.0334, -0.4319, -1.2165)
C (-2.3587, -0.4211, -1.9593)
C (-0.8892, 0.8625, -0.4032)
O (-1.5627, 1.8371, -0.6923)
N (-0.0316, 0.8899, 0.6513)
C (0.0172, 2.1281, 1.4168)
C (0.9087, -0.1508, 1.0252)
C (2.3548, 0.2307, 0.7231)
O (3.2470, -0.7584, 1.1978)
C (3.2233, -1.9697, 0.4577)
C (2.7213, -3.1402, 1.3046)
N (1.3210, -3.4924, 1.0842)
C (1.0227, -4.1040, -0.1946)
C (0.4336, -3.3444, 2.1066)
O (0.7125, -2.7622, 3.1427)
C (-0.9480, -3.9013, 1.9402)
C (-2.1293, -3.1036, 2.1230)
C (-2.1232, -1.6383, 2.4353)
C (-3.2588, -3.8534, 2.0265)
S (-2.9387, -5.5173, 1.7694)
C (-1.2543, -5.2163, 1.7664)
Cl (-0.1543, -6.5272, 1.6264)
H (1.0556, -3.4734, -4.4894)
H (1.6567, -1.8205, -4.6288)
H (2.0634, -2.7823, -3.2094)
H (-0.7642, -1.8602, -3.9651)
H (-0.3617, -2.7962, -2.5240)
H (-0.9934, -1.3003, -0.5523)
H (-3.1808, -0.3428, -1.2465)
H (-2.4098, 0.4340, -2.6290)
H (-2.4894, -1.3402, -2.5290)
H (-0.9923, 2.4980, 1.5805)
H (0.4930, 1.9237, 2.3747)
H (0.5778, 2.9062, 0.8948)
H (0.8198, -0.3606, 2.0941)
H (0.6664, -1.0690, 0.4949)
H (2.4817, 0.3916, -0.3540)
H (2.6210, 1.1529, 1.2401)
H (2.6228, -1.8523, -0.4500)
H (4.2509, -2.1750, 0.1456)
H (3.3144, -4.0304, 1.0697)
H (2.8512, -2.9004, 2.3566)
H (-0.0510, -4.2015, -0.3315)
H (1.4132, -3.4767, -0.9978)
H (1.4818, -5.0919, -0.2774)
H (-3.1431, -1.2636, 2.5105)
H (-1.6079, -1.4587, 3.3791)
H (-1.6063, -1.0549, 1.6731)
H (-4.2768, -3.5089, 2.1166)

Forces on the atoms, in the same order (eV/Å):
0.007 0.003 0.013
0.026 -0.013 -0.004
0.021 0.006 -0.018
-0.022 -0.017 0.054
0.009 -0.009 -0.004
-0.007 -0.011 -0.022
-0.006 0.002 0.010
0.033 0.032 -0.007
-0.003 -0.005 -0.006
-0.007 -0.001 -0.006
-0.016 -0.038 0.016
-0.130 0.050 -0.101
0.166 0.014 0.145
-0.025 -0.150 -0.223
-0.023 0.056 0.131
-0.001 0.033 -0.029
-0.006 0.003 0.020
0.006 0.003 0.004
-0.002 -0.008 0.009
-0.009 0.008 -0.011
0.003 0.006 0.024
-0.005 0.003 -0.002
-0.008 -0.015 -0.004
0.007 -0.006 0.007
-0.006 -0.009 0.002
0.001 0.001 -0.005
-0.001 0.001 -0.001
-0.006 -0.006 -0.007
-0.013 0.015 0.009
0.007 -0.025 0.002
-0.017 0.008 0.016
0.004 0.014 -0.001
-0.005 -0.002 -0.009
-0.003 -0.005 0.001
0.001 0.007 0.001
0.003 -0.002 0.000
-0.003 0.002 0.003
-0.020 -0.010 0.005
0.011 0.017 0.006
-0.004 0.011 0.003
0.006 0.002 0.010
0.012 0.013 -0.013
-0.001 -0.002 0.019
0.007 -0.001 0.018
0.013 0.010 -0.001
0.011 -0.004 0.000
-0.025 0.018 -0.016
0.000 -0.001 0.002
0.001 0.004 0.001
-0.002 0.002 -0.007
0.021 -0.007 -0.034
0.001 0.003 -0.001

Entry 3:
8 unconnected molecules or ions with the total composition C14H44N4O8, computed with ωB97M-V/def2-TZVPD.

The value obtained for the molar mass is 396.53 g mol⁻¹. Its LUMO energy is 0.0781 eV. The calculation puts the total energy at -1380.533414 Ha. The calculation puts the HOMO energy at -8.504 eV. Its SMILES is NC(N)=O.NC(N)=O.CC(C)O.CC(C)O.CC(C)O.CO.CO.CO. Its frontier orbital gap is 8.58 eV.

Geometry (Å):
N (19.6240, 27.8530, 3.5920)
C (20.8460, 27.5110, 3.8210)
N (21.2620, 26.5610, 2.9710)
O (21.6180, 28.0110, 4.8410)
H (19.1820, 28.5280, 4.2020)
H (18.9970, 27.3810, 2.8320)
H (22.1920, 26.1620, 3.1110)
H (20.8150, 26.3740, 2.0590)
N (19.7510, 29.5610, -1.8870)
C (21.0050, 29.3770, -2.3090)
N (21.2370, 28.4910, -3.2670)
O (22.0970, 29.9870, -1.6460)
H (19.6190, 30.1660, -1.1170)
H (19.0050, 29.1410, -2.4860)
H (22.1660, 28.1970, -3.3630)
H (20.5590, 28.1330, -3.8970)
C (17.5490, 31.2770, -0.0380)
C (16.7560, 32.0900, 0.9620)
C (17.6950, 32.9070, 1.7420)
O (15.8750, 32.8270, 0.5110)
H (16.8920, 30.7650, -0.7100)
H (18.2380, 30.5800, 0.4450)
H (18.2180, 31.9360, -0.5970)
H (16.2220, 31.3100, 1.6200)
H (18.0930, 33.7050, 1.1400)
H (18.5480, 32.4510, 2.0870)
H (17.2220, 33.4750, 2.5530)
H (15.4410, 32.3600, -0.1760)
C (17.1640, 25.6450, 2.4750)
C (17.3100, 26.8210, 1.5030)
C (16.6220, 28.0900, 2.0790)
O (18.4570, 27.2610, 1.2650)
H (17.8370, 25.7480, 3.3040)
H (17.2980, 24.6150, 2.0550)
H (16.1420, 25.6890, 2.8100)
H (16.8560, 26.5220, 0.5480)
H (15.6150, 27.7760, 2.1700)
H (16.7010, 28.9740, 1.4060)
H (17.0060, 28.2740, 3.0710)
H (18.4110, 27.9260, 0.5630)
C (21.9370, 26.9790, -0.2370)
C (21.3890, 25.8310, -1.0460)
C (20.6290, 24.8590, -0.1960)
O (20.6170, 26.1230, -1.9850)
H (21.2170, 27.6760, -0.0680)
H (22.6770, 27.5540, -0.7960)
H (22.4150, 26.6340, 0.7050)
H (22.2010, 25.3900, -1.4720)
H (20.8270, 23.9240, -0.6950)
H (19.5910, 25.0860, -0.0130)
H (21.0780, 24.8240, 0.8230)
H (20.7640, 27.0030, -2.3250)
C (24.3400, 26.6030, 2.4820)
O (23.7250, 25.3990, 2.9940)
H (24.5600, 26.5390, 1.3850)
H (25.1630, 26.9430, 3.1210)
H (23.6270, 27.4200, 2.4900)
H (24.4020, 24.7120, 3.0590)
C (17.7450, 30.6130, 4.2270)
O (18.1100, 29.5820, 5.1240)
H (17.8680, 30.4740, 3.1450)
H (18.1780, 31.5830, 4.4850)
H (16.6570, 30.7610, 4.4350)
H (17.9310, 29.8510, 5.9940)
C (21.3850, 30.0760, 1.6690)
O (20.1240, 29.5050, 1.5900)
H (21.4680, 30.9390, 1.0880)
H (22.2090, 29.3640, 1.4700)
H (21.4510, 30.2990, 2.7320)
H (19.9800, 28.9660, 2.3690)

Forces on the atoms, in the same order (eV/Å):
-4.758 0.734 -0.950
5.403 0.491 4.662
1.280 -0.966 -0.770
-3.540 -2.253 -4.870
0.067 -0.179 0.381
2.202 1.274 1.984
-0.807 0.072 0.035
0.164 0.420 1.228
-0.575 -1.254 -2.208
5.795 3.918 4.893
-0.274 -0.048 -0.611
-5.909 -3.266 -3.613
-0.433 0.562 0.565
0.665 0.916 1.412
1.365 -0.092 -0.425
-0.525 -0.104 -0.422
1.056 0.343 -0.131
5.378 -6.993 4.667
-0.614 2.423 0.930
-6.334 6.334 -3.950
-0.413 -0.523 -0.613
-0.316 -0.175 0.279
-0.215 0.200 -0.337
1.037 0.335 0.002
0.017 0.391 -0.857
1.771 -1.598 1.050
-0.139 -0.461 0.086
-1.234 -0.189 -1.129
0.250 -0.585 -0.946
-7.932 -1.053 0.967
-1.140 -1.080 -0.565
9.445 1.168 -2.734
0.243 0.036 0.647
0.158 1.038 -0.014
-0.357 -0.087 0.434
-0.783 -0.154 0.098
-1.567 0.498 0.339
0.062 -0.669 0.498
0.190 0.272 0.203
0.683 -0.003 0.418
2.500 -1.109 -0.171
2.711 -0.618 6.900
1.563 -0.899 1.956
-6.252 2.757 -7.053
-2.441 1.983 1.119
0.314 -0.138 -0.098
-0.409 0.304 -0.779
3.034 -2.125 -0.607
-0.770 -0.802 0.264
-0.373 0.176 -0.567
-0.075 -0.469 -0.642
0.140 0.172 -0.187
0.059 0.128 -0.692
0.862 0.464 -0.454
0.492 -0.361 0.979
0.115 -0.329 -0.413
-0.428 -0.102 0.501
-0.255 0.240 -0.007
-2.245 1.528 0.965
0.987 -0.912 -2.332
0.418 -0.820 0.641
0.480 -0.173 -0.019
0.414 0.142 -0.783
-0.276 0.581 1.691
0.874 -1.396 2.417
-1.374 0.133 -2.317
0.117 1.238 -1.073
-0.336 0.273 -0.367
0.879 0.707 0.169
-0.092 -0.266 0.330

Entry 4:
A gas-phase ion, C5H10N3 (charge +1), computed with ωB97M-V/def2-TZVPD.

The value obtained for the molar mass is 112.16 g mol⁻¹. Its LUMO energy (spin up / spin down) is -5.0072 / -5.0067 eV. The calculation puts the total energy at -360.311231 Ha. The calculation puts the HOMO energy (spin up / spin down) at -11.928 / -11.929 eV. Its total charge is +1. Its frontier orbital gap (spin up / spin down) is 6.92 / 6.92 eV.

Geometry (Å):
C (0.4213, 0.8598, 0.9629)
C (-0.5085, 0.3576, -0.0517)
C (0.7400, 2.0986, 1.0889)
C (0.3297, -2.0310, 0.1958)
C (-0.9590, -1.2891, -1.8251)
N (-1.5207, -0.4410, 0.3461)
N (0.9517, 3.3355, 1.2490)
N (-0.5278, -1.0197, -0.4256)
H (0.8164, 0.0788, 1.6252)
H (-0.4063, 0.9163, -0.9629)
H (1.4487, -1.9739, -0.0051)
H (0.3079, -1.6817, 1.3332)
H (-0.2042, -2.9523, 0.0596)
H (-0.1412, -1.5120, -2.5133)
H (-1.7074, -2.0607, -1.8147)
H (-1.3161, -0.3712, -2.1488)
H (0.3050, 3.9466, 1.6032)
H (1.9706, 3.7393, 1.2835)

Forces on the atoms, in the same order (eV/Å):
1.315 -0.131 1.174
1.119 0.780 -1.929
0.014 -0.107 0.471
1.307 1.897 3.447
1.327 -0.680 0.281
-2.826 0.276 1.523
4.616 -0.888 -0.598
1.669 -1.853 -1.579
-0.280 0.789 0.297
-0.739 1.026 -0.596
-1.635 -0.386 -0.743
-0.302 -1.521 -2.157
0.420 -0.688 0.135
0.217 -0.414 0.436
-0.270 -0.208 0.029
-1.305 1.469 -0.738
-2.301 1.657 1.338
-2.349 -1.019 -0.790

Entry 5:
C3H3ClO2 in the gas phase, computed with ωB97M-V/def2-TZVPD.

The value obtained for the molar mass is 106.51 g mol⁻¹. Its LUMO energy is 0.7046 eV. The calculation puts the total energy at -726.722821 Ha. The calculation puts the HOMO energy at -10.579 eV. Its SMILES is O=C1O[C@H]1CCl. Its frontier orbital gap is 11.28 eV.

Geometry (Å):
O (0.5228, 1.5778, 1.8895)
C (0.3102, 0.5617, 1.3554)
O (-0.2433, -0.6515, 1.5305)
C (0.3780, -0.3408, 0.2259)
C (-0.5234, -0.2367, -0.9990)
Cl (-0.1237, 1.3089, -1.7274)
H (1.3008, -0.8504, -0.0654)
H (-1.4409, -0.3300, -0.6038)
H (-0.1805, -1.0389, -1.6056)

Forces on the atoms, in the same order (eV/Å):
-0.084 0.813 1.010
0.132 -1.268 -1.583
-0.150 -0.094 0.766
0.764 0.481 -0.989
4.014 0.307 1.059
-0.382 0.352 -0.585
-0.007 -0.062 0.894
-3.800 -0.039 0.453
-0.487 -0.490 -1.025

Entry 6:
14 unconnected molecules or ions with the total composition C5H37NO15, computed with ωB97M-V/def2-TZVPD.

The value obtained for the molar mass is 351.34 g mol⁻¹. Its LUMO energy is 0.1195 eV. The calculation puts the total energy at -1395.979724 Ha. The calculation puts the HOMO energy at -10.041 eV. Its frontier orbital gap is 10.16 eV.

Geometry (Å):
C (1.8534, 2.9569, 0.0892)
N (1.1332, 2.1763, -0.8791)
C (-2.3011, 0.8494, 0.4011)
C (-1.1321, 1.8402, 0.5324)
C (0.0079, 1.3602, -0.4299)
C (0.5120, 0.0724, 0.1328)
O (-0.0243, -1.0590, -0.3053)
O (1.2986, -0.0227, 1.0905)
H (1.3146, 3.7799, 0.5823)
H (2.7516, 3.4241, -0.3293)
H (2.3054, 2.4470, 0.9365)
H (0.7601, 2.8015, -1.5836)
H (-2.9052, 0.8725, 1.3215)
H (-2.0703, -0.1846, 0.5775)
H (-2.9028, 1.1467, -0.4470)
H (-1.5201, 2.7661, 0.1080)
H (-0.8338, 1.9945, 1.5666)
H (-0.6171, 1.1795, -1.3063)
H (1.0679, -4.0700, 0.9743)
H (2.1240, -1.2130, -2.7186)
H (0.7911, -1.3406, -1.9291)
O (1.3645, -1.7957, -2.5554)
H (-3.1684, -1.4855, -0.0414)
H (-3.9757, -2.0936, -1.0420)
O (-4.0162, -1.3133, -0.4582)
H (-1.7756, -2.9999, 1.7142)
H (-3.2738, -2.4309, 1.6577)
O (-2.3354, -2.2323, 1.5750)
H (0.4886, -2.8735, 1.8948)
H (0.1455, -1.7924, 0.3030)
O (0.4714, -3.3169, 0.9922)
H (-0.0959, -1.4387, -3.4942)
H (-1.1624, -2.2933, -4.0587)
O (-0.9938, -1.3555, -3.8902)
H (-1.3895, 0.1906, 2.8551)
H (-1.2569, 0.3865, 4.2131)
O (-1.9317, -0.0114, 3.6417)
H (0.7399, -1.3271, 3.1057)
H (-0.1720, -2.3710, 3.7294)
O (0.7304, -2.2715, 3.3422)
H (4.4467, 0.1128, -0.2539)
H (4.7602, 1.5691, -0.5125)
O (5.1783, 0.7144, -0.4319)
H (1.7635, 1.1473, 2.4184)
H (2.5527, 1.9452, 3.5756)
O (1.7098, 1.5772, 3.2906)
H (-0.3049, 2.8196, -3.9875)
H (0.6166, 1.8000, -3.4219)
O (0.5883, 2.4813, -4.0966)
H (-1.5231, -0.0852, -3.5012)
H (-1.6685, 1.1165, -4.5724)
O (-1.5411, 0.8759, -3.6449)
H (4.1157, 0.6900, -2.6818)
H (2.6877, 0.7963, -2.0373)
O (3.3264, 0.2091, -2.4663)
H (-1.9992, -1.6087, 3.8613)
H (-2.6646, -2.5296, 2.9254)
O (-2.0507, -2.5828, 3.6681)

Forces on the atoms, in the same order (eV/Å):
1.114 1.271 1.230
-0.360 -0.078 0.002
-0.296 0.810 2.105
0.177 -0.194 -0.526
-0.707 -0.170 -0.176
0.974 -1.504 2.347
-1.003 1.602 -1.241
-0.759 0.843 -1.081
-0.360 -0.127 -0.331
-0.315 0.025 -0.606
-0.438 -0.853 -0.195
0.231 0.067 -0.107
-0.449 1.077 -0.317
0.768 -0.405 -1.270
-0.130 -0.826 -0.207
0.284 0.319 0.301
0.313 0.123 0.032
0.485 -0.434 -0.392
0.055 0.236 0.156
0.065 -0.015 0.029
0.265 -0.151 0.441
-0.148 -0.034 -0.527
0.375 0.525 0.407
-0.750 0.514 -0.138
0.080 -1.267 -0.629
0.012 -0.441 -0.384
-0.227 -0.444 -0.983
-0.477 1.226 -4.404
0.736 -0.932 -0.192
0.785 -1.069 0.141
-0.855 0.459 0.128
0.128 0.251 -0.297
-0.470 0.216 -0.068
1.006 -2.713 -0.109
-0.936 -0.478 -0.627
-0.538 0.007 1.127
1.708 1.428 -0.388
0.509 -0.216 0.090
0.339 -0.413 -0.212
-0.828 0.829 0.309
0.040 -0.065 -0.122
-0.122 0.377 0.070
0.279 -0.188 0.240
0.400 0.087 0.236
-0.047 -0.276 -0.385
-0.516 0.053 0.296
-0.087 -0.044 -0.127
-0.050 -0.412 -0.182
0.399 0.673 0.127
-0.439 0.213 -0.759
0.119 -0.745 0.372
-0.596 2.431 0.825
0.452 0.403 -0.002
0.209 0.441 -0.045
-1.057 -0.713 0.016
-0.082 -1.000 0.081
0.527 -0.204 2.050
0.208 -0.096 3.875

Q: total energy of number 5 (C3H3ClO2)?
A: -726.722821 Ha